Here is a 4-piece molecular cluster, C16H28N4 overall at a distorted geometry from the Open Molecules 2025 dataset. Energies are from ωB97M-V/def2-TZVPD.

Highest occupied orbital energy (spin up / spin down), eV: -13.428 / -13.427
Max |F|, Eh/bohr: 0.0761
⟨S²⟩: 0.7620
Energy, eV: -22993.19777

Geometry as ORCA input:
```
! wB97M-V def2-TZVPD RIJCOSX def2/J DEFGRID3
* xyz 1 2
C -6.585 26.702 23.277
C -7.340 25.711 24.077
C -6.708 25.526 25.490
C -6.840 26.741 26.385
N -6.912 27.736 27.040
H -6.514 27.694 23.724
H -7.115 26.779 22.328
H -5.581 26.293 23.169
H -7.247 24.764 23.544
H -8.395 25.911 24.268
H -5.627 25.424 25.391
H -7.071 24.631 25.995
C -9.672 26.839 20.333
C -10.461 26.142 19.234
C -10.658 24.618 19.485
C -9.481 23.772 19.108
N -8.598 23.084 18.750
H -9.819 27.917 20.403
H -8.622 26.564 20.242
H -10.120 26.447 21.246
H -10.042 26.372 18.255
H -11.467 26.559 19.190
H -11.502 24.280 18.884
H -10.897 24.544 20.546
C -11.748 28.787 26.406
C -10.458 29.425 26.772
C -9.422 29.305 25.662
C -9.847 29.729 24.335
N -10.174 30.084 23.272
H -12.595 29.117 27.008
H -11.609 27.706 26.378
H -12.126 29.126 25.441
H -10.032 28.815 27.569
H -10.561 30.415 27.216
H -9.258 28.238 25.512
H -8.513 29.719 26.098
C -1.599 27.953 22.334
C -2.765 28.571 23.131
C -2.901 27.968 24.550
C -1.806 28.420 25.423
N -0.935 28.714 26.100
H -1.500 28.642 21.495
H -1.869 26.972 21.943
H -0.658 27.823 22.869
H -3.741 28.381 22.684
H -2.508 29.630 23.131
H -2.877 26.878 24.524
H -3.785 28.327 25.077
*
```

Here is C16H29AsBF2N4SV as an isolated structure from the Open Molecules 2025 dataset. Energies are from ωB97M-V/def2-TZVPD.

Highest occupied orbital energy (spin up / spin down), eV: -10.271 / -9.721
Max |F|, Eh/bohr: 0.0141
⟨S²⟩: 0.7595
Energy, eV: -126492.56800

Geometry as ORCA input:
```
! wB97M-V def2-TZVPD RIJCOSX def2/J DEFGRID3
* xyz 1 2
V 0.637 -0.295 0.557
N 1.500 2.705 0.456
C 0.355 3.687 0.302
C -0.660 3.444 1.418
C -1.589 2.233 1.253
N -0.940 0.934 1.633
C -2.167 2.146 -0.154
C -1.131 2.254 -1.262
N -0.326 1.012 -1.315
C -0.257 3.501 -1.081
H 1.968 2.710 1.364
H 2.198 2.758 -0.305
H 1.006 1.806 0.351
H 0.802 4.675 0.399
H -1.305 4.327 1.441
H -0.165 3.429 2.394
H -2.416 2.392 1.948
H -1.683 0.235 1.635
H -0.651 0.997 2.607
H -2.894 2.954 -0.273
H -2.742 1.222 -0.265
H -1.652 2.388 -2.214
H 0.410 1.102 -2.014
H -0.920 0.256 -1.641
H -0.898 4.372 -1.243
H 0.514 3.550 -1.855
S 3.434 1.603 -2.085
C 2.760 0.367 -1.292
N 2.229 -0.489 -0.679
F 1.908 -1.363 3.481
B 1.672 -0.547 2.461
F 2.255 0.705 2.702
C -2.283 -2.826 0.858
As -0.586 -2.434 0.008
C 0.469 -3.926 0.658
C -0.985 -2.924 -1.850
C -1.237 -4.381 -2.092
C -2.523 -4.903 -1.967
C -2.756 -6.261 -2.139
C -1.704 -7.112 -2.442
C -0.422 -6.598 -2.580
C -0.190 -5.242 -2.407
H -2.576 -3.848 0.621
H -3.050 -2.139 0.497
H -2.197 -2.738 1.940
H 0.001 -4.874 0.400
H 0.547 -3.815 1.739
H 1.470 -3.882 0.231
H -0.157 -2.547 -2.452
H -1.868 -2.329 -2.105
H -3.354 -4.241 -1.753
H -3.761 -6.649 -2.043
H -1.881 -8.170 -2.580
H 0.401 -7.256 -2.828
H 0.815 -4.851 -2.520
*
```

Here is a 2-piece molecular cluster, C16H29BF5N5O13PS overall at a distorted geometry from the Open Molecules 2025 dataset. Energies are from ωB97M-V/def2-TZVPD.

Highest occupied orbital energy, eV: -12.372
Max |F|, Eh/bohr: 0.2025
Energy, eV: -85504.87118

Geometry as ORCA input:
```
! wB97M-V def2-TZVPD RIJCOSX def2/J DEFGRID3
* xyz 1 1
C -4.699 2.580 -2.329
C -3.934 1.609 -3.341
O -2.940 2.250 -4.184
P -1.710 3.008 -3.300
O -2.091 4.454 -2.927
C -1.272 2.026 -1.716
C 0.338 2.191 -1.486
N 0.748 1.525 -0.253
C 1.397 0.324 0.140
N 1.907 -0.621 -0.693
C 2.461 -1.801 0.070
O 1.370 -2.599 0.655
N 1.984 -3.561 1.415
O 1.139 -4.281 1.831
S 1.994 -0.638 -2.394
O 2.871 -1.776 -2.909
O 2.737 0.538 -3.005
C 0.367 -1.029 -3.267
F 0.613 -1.900 -4.364
F -0.255 0.074 -3.855
C -0.645 -1.904 -2.344
F -1.856 -1.949 -3.081
F -0.946 -1.306 -1.122
F -0.236 -3.241 -2.238
N 1.445 0.223 1.589
C 0.862 1.406 2.133
C 0.749 1.733 3.680
O 2.032 2.187 4.159
C 2.232 3.597 3.890
N 0.486 2.120 0.951
B -0.152 3.446 1.293
O 0.542 4.694 1.128
O -1.501 3.475 1.770
O -0.353 3.102 -4.356
C -0.705 2.689 -5.707
C 0.562 2.801 -6.709
H -5.489 3.193 -2.874
H -5.280 1.894 -1.605
H -4.029 3.223 -1.676
H -4.734 1.194 -4.056
H -3.546 0.693 -2.770
H -1.575 0.955 -1.940
H -1.887 2.506 -0.895
H 0.786 1.854 -2.466
H 0.493 3.335 -1.510
H 3.030 -2.530 -0.583
H 3.223 -1.469 0.864
H 0.575 0.725 4.208
H -0.121 2.397 3.982
H 1.318 4.229 4.130
H 3.060 3.942 4.611
H 2.647 3.738 2.839
H 0.286 5.220 1.920
H -2.030 2.765 1.341
H -1.028 1.587 -5.770
H -1.495 3.389 -6.154
H 0.818 3.887 -6.920
H 0.237 2.351 -7.717
H 1.449 2.175 -6.353
C 0.078 -6.162 8.099
O 1.069 -6.485 7.125
C 0.645 -6.391 5.856
O -0.461 -6.068 5.500
O 1.667 -6.720 5.051
C 1.356 -6.664 3.659
H 0.532 -6.272 9.084
H -0.252 -5.127 7.984
H -0.769 -6.847 8.029
H 1.076 -5.651 3.367
H 0.560 -7.370 3.413
H 2.251 -6.947 3.105
*
```

Here is a 5-piece molecular cluster, C16H29Br4N3 overall at a distorted geometry from the Open Molecules 2025 dataset. Energies are from ωB97M-V/def2-TZVPD.

Highest occupied orbital energy, eV: -10.606
SMILES: BrCCBr.BrCCBr.CCCC#N.CCCC#N.CCCC#N
Max |F|, Eh/bohr: 0.0903
Energy, eV: -301700.26719

Geometry as ORCA input:
```
! wB97M-V def2-TZVPD RIJCOSX def2/J DEFGRID3
* xyz 0 1
Br -2.963 8.427 -12.671
C -3.811 9.281 -14.254
C -3.106 8.879 -15.548
Br -3.362 10.126 -17.051
H -3.920 10.360 -14.142
H -4.850 8.952 -14.246
H -3.543 7.913 -15.800
H -2.042 8.923 -15.315
Br 2.793 12.261 -13.335
C 3.762 10.542 -13.744
C 2.625 9.494 -13.484
Br 3.294 7.703 -13.737
H 4.718 10.444 -13.230
H 3.914 10.583 -14.823
H 1.759 9.621 -14.133
H 2.312 9.619 -12.447
C 1.740 3.995 -10.582
C 2.148 2.528 -10.770
C 3.057 2.195 -11.964
C 3.652 0.875 -12.010
N 4.071 -0.192 -12.089
H 2.710 4.492 -10.551
H 1.174 4.137 -9.661
H 1.152 4.269 -11.458
H 1.294 1.858 -10.870
H 2.669 2.333 -9.833
H 3.841 2.944 -12.076
H 2.397 2.439 -12.796
C -0.976 17.909 -13.811
C -0.714 16.989 -15.012
C 0.236 17.431 -16.210
C -0.527 18.478 -16.984
N -1.169 19.288 -17.574
H -1.900 18.472 -13.942
H -0.107 18.546 -13.644
H -1.220 17.402 -12.878
H -1.657 16.623 -15.420
H -0.137 16.200 -14.529
H 0.428 16.599 -16.888
H 1.245 17.674 -15.876
C 8.449 14.360 -11.580
C 9.308 14.217 -12.908
C 8.894 13.050 -13.907
C 8.971 11.689 -13.398
N 9.094 10.611 -12.974
H 8.208 13.382 -11.164
H 7.461 14.807 -11.684
H 8.843 14.980 -10.775
H 10.347 14.096 -12.602
H 9.411 15.142 -13.474
H 9.422 13.166 -14.854
H 7.822 13.147 -14.079
*
```